Here is the ion C10H16N3O2 with charge +1 at a distorted geometry from OMol25. Energies are from wB97M-V/def2-TZVPD.

Results
**Net charge**: +1
**Energy relative to the best compared isomer or geometry (same formula, charge and spin)**: 0.4892 eV
**SMILES**: O[N+](O)(c1ccccc1)[C@@H]1CNCCN1

Last column: natural (NBO) charge in e.
Positions of all 31 atoms, in Å:
O 0.67 -0.65 2.01  -0.54
N 0.37 -0.12 0.77  0.27
O 1.51 -0.03 0.04  -0.56
C -0.19 1.24 0.92  0.15
C -0.61 1.69 2.16  -0.25
C -0.97 3.02 2.30  -0.18
C -0.92 3.88 1.22  -0.17
C -0.53 3.41 -0.02  -0.18
C -0.16 2.09 -0.18  -0.24
C -0.61 -1.21 0.09  0.13
C 0.13 -2.55 0.18  -0.27
N 1.26 -2.49 -0.75  -0.64
C 0.76 -2.44 -2.12  -0.24
C 0.01 -1.11 -2.30  -0.24
N -0.95 -0.95 -1.22  -0.61
H 1.33 -0.09 2.45  0.50
H 1.71 -0.98 -0.32  0.50
H -0.65 1.03 3.01  0.24
H -1.27 3.39 3.27  0.24
H -1.16 4.93 1.34  0.24
H -0.49 4.07 -0.87  0.24
H 0.20 1.73 -1.13  0.24
H -1.48 -1.18 0.75  0.24
H 0.49 -2.74 1.19  0.25
H -0.59 -3.33 -0.08  0.22
H 1.87 -3.29 -0.62  0.41
H 0.07 -3.27 -2.33  0.20
H 1.59 -2.48 -2.82  0.23
H 0.73 -0.28 -2.34  0.19
H -0.55 -1.13 -3.24  0.23
H -1.57 -0.16 -1.36  0.40

***

Here is an isolated molecule of C3H3N5 at a distorted geometry from OMol25. Energies are from wB97M-V/def2-TZVPD.

Results
**Energy relative to the best compared isomer or geometry (same formula, charge and spin)**: 4.1131 eV
**SMILES**: [H]/N=c1/cncnnn1

Last column: natural (NBO) charge in e.
Positions of all 11 atoms, in Å:
H -1.82 -1.35 0.88  0.34
N -1.90 -0.34 0.78  -0.55
C -1.02 -0.05 -0.13  0.24
C -0.49 1.14 -0.61  0.09
N 0.82 1.32 -0.34  -0.37
C 1.49 0.26 0.47  0.20
N 1.57 -1.00 0.32  -0.25
N 0.67 -1.35 -0.72  0.02
N -0.48 -1.14 -0.90  -0.16
H -1.12 1.94 -0.88  0.23
H 2.28 0.57 1.13  0.20

***

Here is a structure of composition C49H132BeF12N12Na2O15P2 at a distorted geometry from OMol25. Energies are from wB97M-V/def2-TZVPD.

Results
**E**: -5952.4985 a.u.

Last column: Löwdin charge in e.
Positions of all 225 atoms, in Å:
Be 6.13 1.49 1.51  1.02
Na 1.15 -2.54 -4.83  0.56
Na 1.34 3.34 2.64  0.45
C 4.22 3.08 3.26  -1.16
O 4.17 3.14 2.02  -0.10
O 3.57 3.78 4.01  -0.02
O 5.03 2.31 3.69  -0.02
P 0.51 0.18 -0.50  0.32
F -0.24 -0.58 0.79  -0.17
F -0.43 -0.55 -1.57  -0.13
F -0.66 1.35 -0.35  -0.17
F 1.23 1.08 -1.68  -0.15
F 1.56 0.87 0.53  -0.18
F 1.65 -1.00 -0.57  -0.16
P 5.82 -3.34 -1.34  0.22
F 4.65 -4.31 -1.92  -0.17
F 7.01 -4.24 -2.05  -0.17
F 5.89 -2.43 -2.69  -0.16
F 6.92 -2.36 -0.61  -0.17
F 4.60 -2.44 -0.75  -0.16
F 5.82 -4.31 -0.06  -0.15
C -0.90 -0.46 4.39  -0.06
C 0.12 0.63 4.41  -0.39
C 1.37 0.26 5.31  -0.19
O 1.00 0.20 6.65  -0.19
C 2.02 -0.39 7.51  -0.06
N 0.41 1.04 3.05  0.06
H -1.05 -0.77 5.43  0.06
H -0.62 -1.34 3.81  0.08
H -1.86 -0.12 4.00  0.08
H -0.36 1.45 4.93  0.14
H 2.14 1.02 5.22  0.13
H 1.82 -0.68 4.98  0.11
H 1.75 -0.45 8.56  0.08
H 2.90 0.26 7.44  0.09
H 2.32 -1.39 7.20  0.08
H -0.49 1.18 2.61  0.04
H 0.71 0.22 2.55  0.03
C -7.67 5.38 -2.77  -0.06
C -8.39 4.02 -2.52  -0.38
C -7.52 2.90 -1.76  -0.21
O -7.31 3.07 -0.38  -0.19
C -6.44 2.07 0.24  -0.06
N -9.52 4.27 -1.63  0.02
H -6.89 5.11 -3.48  0.06
H -7.19 5.66 -1.83  0.07
H -8.42 6.06 -3.16  0.07
H -8.77 3.62 -3.46  0.13
H -6.63 2.71 -2.35  0.10
H -7.99 1.92 -1.81  0.10
H -6.53 1.04 -0.09  0.08
H -6.58 2.13 1.32  0.09
H -5.40 2.31 0.01  0.06
H -10.14 3.48 -1.77  0.07
H -9.23 4.34 -0.67  0.06
C 0.84 4.43 -1.73  -0.05
C 2.19 4.47 -1.03  -0.40
C 2.81 5.87 -0.86  -0.18
O 4.12 5.75 -0.37  -0.17
C 5.08 5.56 -1.43  -0.08
N 2.06 3.73 0.23  0.07
H 0.89 5.03 -2.63  0.08
H 0.00 4.82 -1.15  0.06
H 0.63 3.38 -1.92  0.06
H 2.79 3.86 -1.71  0.10
H 2.22 6.39 -0.11  0.13
H 2.80 6.51 -1.75  0.12
H 4.75 4.83 -2.17  0.07
H 6.05 5.31 -1.00  0.09
H 5.19 6.43 -2.07  0.08
H 2.99 3.73 0.63  0.04
H 1.96 2.74 0.04  0.03
C 0.69 2.10 -5.51  -0.06
C 1.18 0.67 -5.66  -0.40
C 2.72 0.54 -5.56  -0.14
O 3.03 -0.87 -5.53  -0.20
C 4.25 -1.22 -4.98  -0.12
N 0.48 -0.10 -4.64  0.05
H -0.39 2.03 -5.49  0.06
H 0.77 2.72 -6.41  0.08
H 1.06 2.68 -4.67  0.08
H 0.80 0.36 -6.63  0.14
H 3.02 1.03 -4.63  0.11
H 3.20 1.16 -6.31  0.13
H 4.30 -1.22 -3.89  0.07
H 5.03 -0.52 -5.27  0.09
H 4.65 -2.14 -5.39  0.10
H -0.52 0.04 -4.58  0.05
H 0.84 0.14 -3.73  0.06
C 9.06 0.27 -1.90  -0.04
C 7.89 0.94 -1.15  -0.40
C 6.58 1.04 -1.90  -0.16
O 5.54 1.58 -1.05  -0.21
C 4.27 1.45 -1.70  -0.09
N 7.76 0.19 0.11  0.08
H 9.98 0.57 -1.40  0.08
H 8.99 0.61 -2.93  0.09
H 9.13 -0.82 -1.79  0.09
H 8.25 1.92 -0.85  0.13
H 6.26 0.06 -2.26  0.11
H 6.73 1.61 -2.82  0.13
H 4.17 1.96 -2.66  0.09
H 3.48 1.78 -1.02  0.06
H 4.01 0.39 -1.71  0.08
H 7.38 -0.69 -0.21  0.05
H 8.72 0.02 0.40  0.09
C 0.95 -4.41 3.34  -0.06
C 1.50 -4.88 4.74  -0.38
C 0.32 -4.82 5.76  -0.23
O -0.18 -3.53 5.84  -0.22
C -0.97 -3.26 6.99  -0.08
N 2.06 -6.23 4.64  0.03
H 1.63 -4.55 2.50  0.06
H 0.64 -3.37 3.35  0.05
H 0.05 -4.94 3.04  0.06
H 2.28 -4.19 5.07  0.13
H 0.66 -5.20 6.73  0.12
H -0.43 -5.55 5.47  0.12
H -1.91 -3.82 6.94  0.08
H -1.16 -2.19 7.04  0.08
H -0.40 -3.51 7.89  0.09
H 1.48 -6.87 4.11  0.07
H 2.88 -6.10 4.06  0.07
C 1.58 -4.41 -0.61  -0.05
C 0.99 -4.22 -2.01  -0.37
C -0.50 -3.86 -1.99  -0.19
O -0.99 -3.63 -3.30  -0.18
C -2.39 -3.27 -3.17  -0.08
N 1.82 -3.14 -2.58  0.05
H 1.04 -5.22 -0.11  0.07
H 1.52 -3.48 -0.04  0.07
H 2.62 -4.70 -0.69  0.08
H 1.16 -5.14 -2.57  0.14
H -0.50 -2.89 -1.48  0.11
H -1.08 -4.58 -1.41  0.11
H -2.49 -2.41 -2.50  0.06
H -2.92 -4.13 -2.76  0.08
H -2.91 -3.06 -4.11  0.09
H 1.65 -2.44 -1.88  0.04
H 2.78 -3.32 -2.35  0.05
C -7.06 -1.01 -2.82  -0.05
C -5.84 -1.95 -2.72  -0.43
C -5.08 -1.83 -1.36  -0.19
O -4.32 -0.66 -1.35  -0.24
C -3.41 -0.56 -0.20  -0.05
N -6.31 -3.30 -2.83  0.04
H -7.55 -0.95 -3.80  0.08
H -6.65 -0.02 -2.61  0.04
H -7.85 -1.29 -2.13  0.08
H -5.18 -1.70 -3.55  0.12
H -4.32 -2.61 -1.25  0.10
H -5.71 -1.95 -0.48  0.13
H -3.02 0.45 -0.09  0.06
H -2.57 -1.26 -0.26  0.07
H -3.94 -0.74 0.73  0.10
H -5.48 -3.86 -2.96  0.06
H -6.79 -3.33 -3.72  0.08
C -2.86 2.44 1.88  -0.05
C -2.43 3.55 0.88  -0.36
C -3.07 4.91 1.18  -0.21
O -2.42 5.95 0.49  -0.21
C -2.81 7.37 0.75  -0.04
N -0.96 3.66 1.17  0.06
H -2.66 2.79 2.89  0.08
H -2.27 1.54 1.68  0.04
H -3.92 2.19 1.82  0.06
H -2.59 3.26 -0.16  0.10
H -2.86 5.09 2.24  0.12
H -4.15 4.95 1.02  0.12
H -2.59 8.12 -0.01  0.08
H -2.42 7.77 1.69  0.08
H -3.90 7.45 0.78  0.08
H -0.58 4.40 0.60  0.04
H -0.47 2.88 0.74  0.02
C -4.41 1.16 -4.52  -0.05
C -3.11 1.51 -3.88  -0.39
C -3.31 2.59 -2.71  -0.21
O -3.78 3.77 -3.21  -0.16
C -3.72 4.82 -2.30  -0.10
N -2.43 0.39 -3.25  0.06
H -4.85 1.95 -5.13  0.09
H -5.10 0.94 -3.71  0.05
H -4.32 0.31 -5.18  0.08
H -2.41 1.83 -4.65  0.11
H -2.34 2.74 -2.24  0.11
H -4.00 2.20 -1.97  0.11
H -4.38 5.67 -2.50  0.09
H -2.72 5.27 -2.35  0.09
H -4.00 4.56 -1.29  0.07
H -1.62 0.77 -2.79  0.04
H -3.07 -0.09 -2.64  0.03
C -2.36 -4.61 0.95  -0.04
C -2.95 -5.50 2.05  -0.44
C -4.25 -4.85 2.63  -0.19
O -4.09 -3.56 3.19  -0.19
C -3.28 -3.60 4.38  -0.10
N -3.24 -6.86 1.68  0.03
H -2.30 -3.54 1.14  0.08
H -2.98 -4.78 0.07  0.08
H -1.32 -4.86 0.74  0.05
H -2.25 -5.66 2.87  0.11
H -4.67 -5.54 3.37  0.11
H -4.98 -4.66 1.83  0.13
H -2.20 -3.69 4.30  0.06
H -3.65 -4.44 4.97  0.09
H -3.42 -2.65 4.90  0.09
H -2.39 -7.26 1.29  0.07
H -3.34 -7.40 2.53  0.07
C 2.93 -1.77 2.23  -0.06
C 4.20 -0.94 2.22  -0.37
C 5.46 -1.85 2.54  -0.17
O 6.54 -0.97 2.49  -0.25
C 7.71 -1.50 3.25  -0.04
N 4.18 -0.14 1.01  0.11
H 3.08 -2.67 1.63  0.07
H 2.04 -1.24 1.90  0.05
H 2.55 -2.16 3.18  0.06
H 4.06 -0.26 3.06  0.13
H 5.54 -2.57 1.73  0.10
H 5.39 -2.37 3.49  0.13
H 7.92 -2.57 3.18  0.10
H 7.57 -1.22 4.29  0.09
H 8.60 -0.89 3.06  0.08
H 4.26 -0.86 0.31  0.05
H 3.23 0.19 0.90  0.05

***

Here is a cluster of 40 separate species, H80O40 in total at a distorted geometry from OMol25. Energies are from wB97M-V/def2-TZVPD.

Results
**Net charge**: +1
**Energy relative to the best compared isomer or geometry (same formula, charge and spin)**: 16.2374 eV
**Multiplicity**: 2

Last column: Löwdin spin population.
Positions of all 120 atoms, in Å:
H 1.73 5.23 2.81  0.00
H 1.74 4.42 4.07  0.00
O 2.22 4.79 3.48  0.00
H 2.64 -3.21 5.36  0.00
H 3.46 -3.06 4.02  0.00
O 2.61 -3.42 4.38  0.00
H -1.81 5.98 0.71  0.00
H -1.48 4.88 1.43  0.00
O -1.95 5.73 1.48  0.00
H 2.83 0.98 1.28  0.00
H 2.41 2.54 1.61  0.00
O 2.66 1.56 1.93  0.00
H 1.48 -1.49 -3.85  0.00
H 2.96 -1.94 -4.49  0.00
O 2.27 -1.26 -4.42  0.00
H 0.33 -3.27 1.41  0.00
O 0.18 -3.33 0.38  0.00
H 0.84 -2.95 4.23  0.00
O -0.03 -2.77 4.17  0.00
H 4.02 -0.03 -3.15  0.00
H 4.73 1.27 -3.05  0.00
O 4.16 0.68 -2.53  0.00
H 1.19 3.62 -3.09  0.00
H 0.02 2.79 -2.67  0.00
O 0.17 3.74 -2.98  0.00
H 5.08 4.34 0.36  0.00
H 4.48 2.82 0.81  0.00
O 4.49 3.63 0.52  0.00
H -4.05 -3.28 1.89  0.00
H -2.43 -2.82 1.60  0.00
O -3.34 -2.63 1.63  0.00
H -4.49 1.97 0.84  0.00
O -4.93 1.25 1.23  0.00
H 3.35 -0.98 4.69  0.00
H 2.24 -0.18 4.06  0.00
O 2.86 -0.17 4.76  0.00
H -2.80 6.29 -1.04  0.00
H -1.65 5.58 -1.80  0.00
O -1.88 6.22 -1.11  0.00
H 2.58 5.57 0.79  0.00
H 3.29 5.76 -0.67  0.00
O 2.70 5.99 -0.13  0.05
H -4.46 -0.72 -2.61  0.00
H -3.91 -1.49 -3.80  0.00
O -3.92 -1.55 -2.80  0.00
H -0.49 -0.56 -3.00  0.00
H -0.79 -0.55 -1.44  0.00
O -1.08 -0.13 -2.36  0.01
H -0.86 -2.95 -4.03  0.00
H -0.65 -3.49 -5.43  0.00
O -0.16 -3.28 -4.67  0.00
H -1.71 -0.48 2.30  0.00
O -1.91 0.44 2.51  0.00
H -2.36 2.43 -1.07  0.00
H -2.48 1.00 -1.97  0.00
O -2.83 1.85 -1.62  0.00
H -4.93 2.13 4.03  0.00
O -4.27 1.80 4.67  0.00
H -3.44 -0.23 5.74  0.00
H -1.93 -0.29 5.75  0.00
O -2.57 -0.78 5.42  0.00
H -4.16 -1.61 0.14  0.00
H -5.67 -1.60 0.44  0.00
O -5.02 -1.55 -0.33  0.00
H 1.20 1.50 -1.44  0.00
H -0.08 1.44 -0.57  0.01
O 0.81 1.44 -0.56  0.53
H 3.42 -0.64 0.87  0.00
H 3.32 -2.00 -0.07  0.00
O 3.97 -1.56 0.49  0.00
H 2.34 4.10 -0.76  0.00
H 0.89 3.86 0.07  -0.01
O 1.85 3.54 0.00  0.39
H 1.69 -4.07 -1.57  0.00
H 1.48 -3.72 -3.11  0.00
O 1.56 -4.52 -2.58  0.00
H 1.66 0.03 -2.89  0.00
H 2.52 1.18 -2.71  0.00
O 1.57 0.99 -2.92  0.02
H -1.62 -1.34 -5.79  0.00
H -0.46 -0.45 -5.76  0.00
O -1.08 -0.91 -6.35  0.00
H -0.67 -5.00 -1.72  0.00
H -2.11 -4.26 -1.63  0.00
O -1.17 -4.14 -1.95  0.00
H 4.87 -1.86 -2.48  0.00
H 4.88 -3.26 -3.33  0.00
O 5.13 -2.21 -3.35  0.00
H -3.63 2.16 -4.21  0.00
O -3.74 2.30 -5.26  0.00
H -4.08 -3.54 -2.45  0.00
H -3.97 -2.89 -1.05  0.00
O -3.97 -3.68 -1.47  0.00
H -2.90 0.53 2.47  0.00
H -0.06 -4.20 -0.06  0.00
H -3.70 1.39 4.20  0.00
H -0.47 -3.27 4.90  0.00
H -4.01 0.60 1.39  0.00
H -2.73 2.01 -5.45  0.00
O 0.57 -5.70 -0.45  0.00
H 1.02 -5.96 -1.17  0.00
H 0.45 -6.42 0.24  0.00
O 0.45 3.56 5.15  0.00
H 0.44 4.52 4.80  0.00
H 1.22 3.20 4.68  0.00
O 1.07 -0.47 2.84  0.00
H 0.41 -1.09 3.36  0.00
H 0.67 0.27 2.86  0.00
O -1.92 -0.99 0.36  0.00
H -2.78 -1.15 -0.19  0.00
H -1.17 -1.56 0.12  0.00
O -1.46 2.58 0.53  0.00
H -1.24 2.73 1.39  0.00
H -1.69 1.67 0.68  0.00
O 0.70 -1.39 -1.05  0.01
H 0.55 -2.33 -1.15  0.00
H 1.00 -1.17 -0.02  0.00
O 4.29 -2.89 2.74  0.00
H 4.31 -2.75 1.68  0.00
H 5.10 -3.49 2.88  0.00

***

Here is a cluster of 5 separate species, C29H36N2O3 in total from OMol25. Energies are from wB97M-V/def2-TZVPD.

Results
**Energy relative to the best compared isomer or geometry (same formula, charge and spin)**: 0.5795 eV
**SMILES**: CCCNOC(=O)OCN.c1ccccc1.c1ccccc1.c1ccccc1.c1ccccc1

Last column: natural (NBO) charge in e.
Positions of all 70 atoms, in Å:
C 1.84 2.85 6.56  -0.62
C 1.03 3.43 5.39  -0.41
C 0.39 2.35 4.52  -0.23
N -0.76 1.81 5.23  -0.35
O -1.35 0.80 4.40  -0.42
C -2.67 0.75 4.78  1.00
O -3.10 -0.10 5.51  -0.55
O -3.40 1.70 4.17  -0.53
C -4.02 2.66 5.04  0.10
N -3.34 3.93 4.86  -0.85
H 2.64 3.53 6.89  0.22
H 2.28 1.89 6.29  0.21
H 1.20 2.68 7.43  0.20
H 0.21 4.04 5.79  0.20
H 1.65 4.08 4.76  0.22
H 1.13 1.58 4.27  0.18
H 0.02 2.79 3.59  0.21
H -0.48 1.34 6.09  0.35
H -3.99 2.28 6.07  0.16
H -5.06 2.76 4.74  0.18
H -3.68 4.60 5.54  0.36
H -2.35 3.80 4.99  0.37
C 2.93 3.45 0.62  -0.21
C 1.64 3.39 1.13  -0.24
C 0.74 2.46 0.63  -0.16
C 1.12 1.59 -0.37  -0.22
C 2.41 1.65 -0.89  -0.22
C 3.31 2.58 -0.40  -0.21
H 3.64 4.17 1.01  0.21
H 1.34 4.07 1.91  0.21
H -0.27 2.41 1.03  0.20
H 0.42 0.86 -0.76  0.22
H 2.70 0.97 -1.68  0.21
H 4.32 2.62 -0.80  0.21
C -3.47 0.57 -1.63  -0.21
C -2.82 0.78 -0.42  -0.24
C -2.63 -0.28 0.46  -0.16
C -3.10 -1.55 0.13  -0.22
C -3.75 -1.75 -1.07  -0.22
C -3.94 -0.70 -1.95  -0.21
H -3.61 1.39 -2.32  0.21
H -2.45 1.76 -0.16  0.21
H -2.12 -0.12 1.40  0.21
H -2.95 -2.37 0.82  0.21
H -4.12 -2.74 -1.33  0.21
H -4.45 -0.86 -2.90  0.21
C 4.42 -1.33 -2.90  -0.23
C 5.53 -1.50 -3.71  -0.22
C 5.38 -2.03 -4.98  -0.21
C 4.12 -2.37 -5.45  -0.21
C 3.01 -2.20 -4.64  -0.23
C 3.16 -1.68 -3.36  -0.17
H 4.53 -0.92 -1.90  0.21
H 6.51 -1.23 -3.34  0.21
H 6.25 -2.16 -5.62  0.21
H 4.00 -2.78 -6.45  0.21
H 2.02 -2.47 -5.00  0.22
H 2.29 -1.54 -2.73  0.20
C -0.84 -5.44 -3.76  -0.20
C -1.39 -6.17 -4.81  -0.22
C -1.74 -5.54 -5.99  -0.21
C -1.54 -4.17 -6.13  -0.21
C -0.99 -3.44 -5.08  -0.22
C -0.65 -4.08 -3.90  -0.22
H -0.57 -5.94 -2.84  0.21
H -1.55 -7.24 -4.70  0.21
H -2.16 -6.11 -6.80  0.21
H -1.81 -3.67 -7.05  0.21
H -0.84 -2.37 -5.19  0.21
H -0.22 -3.50 -3.08  0.21